Entry 1:
Molecular formula: C11H10Br
Method: DFT, wB97M-V/def2-TZVPD

## Properties
energy relative to the best compared isomer or geometry (same formula, charge and spin): 0.0 kJ/mol
molar mass: 222.105 g mol⁻¹
spin multiplicity: 2
LUMO (spin up / spin down): 0.28 / -2.25 eV
max |F|: 1.3 eV/A
HOMO energy (spin up / spin down): -8.207 / -8.472 eV

Each line ends with the Mulliken spin population.
Cartesian coordinates (Å):
1 Br -2.69964 -1.05364 -3.71281  0.3969
2 H -2.86290 -0.57510 -2.24560  -0.0543
3 C -2.98748 -0.43065 -0.89246  0.4970
4 C -1.68369 0.00198 -0.37980  -0.0377
5 C -0.91874 -0.72367 0.53935  0.1355
6 C 0.42299 -0.37070 0.80912  -0.0318
7 C 0.97294 0.82478 0.21145  0.0528
8 C 2.35036 1.08934 0.38413  -0.0408
9 C 3.18905 0.16407 0.99332  0.0565
10 C 2.62937 -0.96621 1.64669  -0.0336
11 C 1.26419 -1.18105 1.60989  0.0520
12 C 0.11502 1.64138 -0.57310  -0.0490
13 C -1.16853 1.22695 -0.87565  0.0680
14 H -3.76203 0.33636 -0.78763  0.0051
15 H -3.30904 -1.41475 -0.56165  -0.0116
16 H -1.34346 -1.61602 1.01009  -0.0050
17 H 2.76349 2.02564 0.00601  -0.0009
18 H 4.27297 0.28734 0.97347  0.0031
19 H 3.27545 -1.67078 2.17619  -0.0016
20 H 0.79042 -2.00455 2.14905  0.0018
21 H 0.49695 2.59882 -0.93720  -0.0024
22 H -1.80769 1.81044 -1.54286  0.0002


Entry 2:
Molecular formula: C5H9NO
Method: DFT, wB97M-V/def2-TZVPD

## Properties
energy relative to the best compared isomer or geometry (same formula, charge and spin): 93.8 kJ/mol
molar mass: 99.133 g mol⁻¹
LUMO: 0.64 eV
max |F|: 1.2 eV/A
HOMO energy: -10.870 eV

Each line ends with the Mulliken charge.
Cartesian coordinates (Å):
1 C 0.88831 -0.27295 1.38464  -1.3317
2 C -0.24245 0.52057 0.73977  0.1224
3 O 0.18505 1.80017 0.31067  -0.5321
4 C -0.85192 -0.13687 -0.52183  0.5442
5 C 0.00027 0.04316 -1.78484  -1.3521
6 C -1.12384 -1.56034 -0.27737  0.0391
7 N -1.31851 -2.68652 -0.09401  -0.4732
8 H 0.52716 -1.23983 1.75083  0.3988
9 H 1.28334 0.28193 2.24494  0.4000
10 H 1.71136 -0.44527 0.68291  0.2960
11 H -1.05399 0.62369 1.47883  0.2484
12 H 0.56573 2.26052 1.06755  0.3239
13 H -1.82012 0.34724 -0.70224  0.2656
14 H -0.47392 -0.46472 -2.62967  0.4031
15 H 1.00712 -0.36636 -1.65878  0.3027
16 H 0.08038 1.10894 -2.00680  0.3448


Entry 3:
Molecular formula: C3H5ClFNO
Method: DFT, wB97M-V/def2-TZVPD

## Properties
energy relative to the best compared isomer or geometry (same formula, charge and spin): 377.8 kJ/mol
molar mass: 125.530 g mol⁻¹
LUMO: 0.59 eV
max |F|: 7.5 eV/A
HOMO energy: -10.216 eV

Each line ends with the Mulliken charge.
Cartesian coordinates (Å):
1 C 1.88320 0.09992 0.39183  0.3807
2 C 0.66931 0.54419 -0.23911  -0.4627
3 C -2.52486 -0.52208 -0.10455  -0.2704
4 H 1.73289 0.06228 1.56485  0.2422
5 H 0.33782 1.64890 -0.21830  0.2767
6 H 0.39726 0.42327 -1.31362  0.3235
7 H -2.77307 -0.84866 1.25953  0.2149
8 H -3.33904 -0.29471 -0.69085  0.3444
9 N -1.34511 -0.22528 -0.66791  -0.3577
10 O -0.36981 -0.35453 0.48272  -0.2487
11 F 2.96178 0.89273 -0.22515  -0.2911
12 Cl 2.36962 -1.42604 -0.23944  -0.1518


Entry 4:
Molecular formula: C48H41GeN4O4Tc
Method: DFT, wB97M-V/def2-TZVPD

## Properties
energy relative to the best compared isomer or geometry (same formula, charge and spin): 4.1 kJ/mol
molar mass: 908.490 g mol⁻¹
LUMO: -6.78 eV
net charge: +2
max |F|: 0.2 eV/A
HOMO energy: -13.290 eV

Each line ends with the Mulliken charge.
Cartesian coordinates (Å):
1 Tc -1.14839 0.62629 0.50436  -2.3987
2 O 0.69498 2.62059 3.72522  -0.5162
3 C -0.01872 2.25724 2.69890  0.0221
4 O 0.18968 1.22026 2.06697  -0.3088
5 C -1.15080 3.09539 2.27367  0.4373
6 C -1.55783 4.31568 2.76527  -0.8120
7 C -2.65593 4.92471 2.15851  -0.6532
8 C -3.27501 4.31656 1.07808  -0.6692
9 C -2.78717 3.09554 0.63840  0.5741
10 N -1.77197 2.50138 1.24576  0.4801
11 C -3.26378 2.33455 -0.57614  0.1714
12 O -4.16989 2.70946 -1.25928  -0.5925
13 O -2.51868 1.25993 -0.80621  -0.4402
14 H 1.42671 1.98716 3.85402  0.4789
15 H -1.03111 4.77376 3.59011  0.6207
16 H -3.01133 5.87899 2.52247  0.5147
17 H -4.11416 4.76281 0.56231  0.5863
18 C -3.59001 -4.66165 -1.86316  -1.0632
19 C -2.26104 -5.32120 -1.62060  1.5660
20 C -2.16659 -6.69533 -1.41658  -0.9563
21 C -0.94491 -7.30871 -1.18348  -0.6747
22 C 0.22225 -6.55891 -1.14360  -0.8031
23 C 0.15556 -5.19012 -1.34266  -0.0889
24 C -1.07330 -4.58902 -1.58404  -1.0489
25 N -1.10925 -3.15754 -1.76151  0.7389
26 C -1.31855 -2.31170 -0.73819  -0.3480
27 N -1.50071 -2.85646 0.45552  0.5483
28 C -1.70946 -2.23423 1.70483  -0.2834
29 C -1.45986 -0.87898 1.92840  1.0015
30 C -1.77635 -0.40771 3.21041  0.0602
31 C -2.27988 -1.22632 4.20368  -1.6574
32 C -2.46220 -2.57551 3.95044  -0.7672
33 C -2.18963 -3.10108 2.69994  1.0528
34 C -2.42323 -4.56232 2.41828  -1.4320
35 N -1.26408 -0.98129 -0.87797  0.5536
36 C -0.94557 -0.40184 -2.07739  -0.2847
37 C 0.24113 0.46022 -1.92880  1.2597
38 C 0.52967 1.37699 -3.04159  -0.6981
39 C -0.15085 1.25102 -4.20464  -1.4521
40 C -1.21991 0.33282 -4.30291  -0.5903
41 C -1.64885 -0.49802 -3.27682  1.2033
42 C -2.93055 -1.27218 -3.42296  -1.7598
43 H -4.40032 -5.37357 -1.72433  0.4615
44 H -3.66232 -4.27386 -2.88038  0.2361
45 H -3.75824 -3.82604 -1.17922  0.2260
46 H -3.06943 -7.29183 -1.44391  0.4532
47 H -0.90443 -8.37874 -1.03177  0.4371
48 H 1.17526 -7.03589 -0.96279  0.4276
49 H 1.04998 -4.57996 -1.31828  0.5126
50 H -1.03169 -2.77934 -2.69126  0.1654
51 H -1.50710 -3.86869 0.45925  -0.3188
52 H -1.66001 0.63760 3.45861  0.4999
53 H -2.52601 -0.81482 5.17300  0.5134
54 H -2.83860 -3.22806 4.72742  0.4250
55 H -2.80036 -5.06231 3.30680  0.4454
56 H -1.50220 -5.07968 2.12974  0.3669
57 H -3.15911 -4.71186 1.62337  0.3325
58 H 1.05893 -0.28997 -2.13204  0.3027
59 H 1.34233 2.08421 -2.93909  0.3884
60 H 0.08580 1.88073 -5.05053  0.5379
61 H -1.78978 0.32046 -5.22608  0.5433
62 H -3.67893 -0.64781 -3.90923  0.6308
63 H -3.32796 -1.57159 -2.45613  0.2353
64 H -2.80034 -2.16467 -4.03888  0.3683
65 C 0.43027 0.86893 -0.47167  1.0217
66 Ge 2.15927 1.70721 0.07943  3.6492
67 C 3.07143 0.81838 1.54718  0.3605
68 C 4.29776 1.34828 1.95461  -0.7486
69 C 5.02950 0.74383 2.96895  -0.9050
70 C 4.55315 -0.41168 3.57120  -0.5852
71 C 3.34718 -0.96238 3.15800  -0.9036
72 C 2.60939 -0.34882 2.15556  0.3124
73 C 3.30260 1.64629 -1.49269  -0.4502
74 C 3.77233 0.41175 -1.94545  -0.7082
75 C 4.53984 0.32460 -3.09789  -0.9727
76 C 4.85604 1.47772 -3.80585  -0.6133
77 C 4.41362 2.71295 -3.35493  -0.7343
78 C 3.63793 2.79653 -2.20461  -0.3063
79 C 1.63545 3.55267 0.46974  0.0926
80 C 2.19191 4.31270 1.49731  -0.2821
81 C 1.78496 5.62398 1.71766  -0.8112
82 C 0.81830 6.19800 0.90518  -0.7407
83 C 0.25350 5.45704 -0.12667  -0.8025
84 C 0.65788 4.14675 -0.33573  -0.1098
85 H 4.70730 2.22535 1.46441  0.4642
86 H 5.97684 1.16585 3.27650  0.4505
87 H 5.12654 -0.88863 4.35468  0.4188
88 H 2.98227 -1.87187 3.61755  0.4800
89 H 1.66108 -0.78058 1.85415  0.1414
90 H 3.56470 -0.49262 -1.37848  0.5306
91 H 4.90685 -0.63558 -3.43601  0.4468
92 H 5.46098 1.41362 -4.70025  0.4441
93 H 4.67797 3.61251 -3.89488  0.4671
94 H 3.29431 3.76704 -1.86288  0.4503
95 H 2.95303 3.88766 2.14193  0.4186
96 H 2.23688 6.19924 2.51511  0.4733
97 H 0.51471 7.22461 1.06461  0.4603
98 H -0.48874 5.90555 -0.77542  0.5069
99 H 0.20708 3.58755 -1.15163  0.3227


Entry 5:
Molecular formula: C4H11N3O
Method: DFT, wB97M-V/def2-TZVPD

## Properties
energy relative to the best compared isomer or geometry (same formula, charge and spin): 194.0 kJ/mol
molar mass: 117.152 g mol⁻¹
LUMO: 0.80 eV
max |F|: 5.3 eV/A
HOMO energy: -8.923 eV

Each line ends with the Mulliken charge.
Cartesian coordinates (Å):
1 C 2.06425 -1.11158 0.10161  -0.8053
2 N 0.67553 -1.43296 0.32271  -0.4443
3 C -0.15532 -1.27057 -0.68451  -0.0161
4 N 0.12633 -0.83470 -1.96970  -0.6436
5 H 2.34721 -0.24698 0.70720  0.2462
6 H 2.64735 -1.98548 0.41535  0.3234
7 H 2.43249 -0.86569 -0.90105  0.2786
8 H -1.08894 -1.84885 -0.64650  0.4022
9 H 0.80988 -0.08566 -1.99911  0.2701
10 H -0.71272 -0.44831 -2.40612  0.3413
11 C -0.05133 1.60610 1.13188  -1.0799
12 C -1.07076 0.87092 0.09976  0.8086
13 N -2.17743 0.40360 0.79292  -0.4259
14 O -1.17471 1.37296 -1.02432  -0.6449
15 H -0.42887 2.63066 1.16720  0.3392
16 H 0.96361 1.61858 0.73447  0.2050
17 H -0.09285 1.17522 2.13304  0.3985
18 H -2.03705 -0.03963 1.69135  0.2160
19 H -3.07666 0.49236 0.33381  0.2311


Entry 6:
Molecular formula: C42H50CdN4O3P2S
Method: DFT, wB97M-V/def2-TZVPD

## Properties
energy relative to the best compared isomer or geometry (same formula, charge and spin): 6.0 kJ/mol
molar mass: 865.314 g mol⁻¹
LUMO: -0.55 eV
max |F|: 0.6 eV/A
HOMO energy: -6.475 eV

Each line ends with the Mulliken charge.
Cartesian coordinates (Å):
1 Cd 0.04291 -0.43167 -0.15717  5.3895
2 C -1.22465 -4.04532 -2.56560  -1.8599
3 C -0.59015 -3.22473 -1.46232  0.0821
4 O -0.96056 -1.99929 -1.42444  -0.5487
5 C 0.25853 -3.88114 -0.58297  -1.2826
6 C 0.99005 -3.37056 0.54070  0.3009
7 C 1.77402 -4.35646 1.36261  -1.4982
8 N 1.00987 -2.10931 0.85687  1.3195
9 N 1.79124 -1.75585 1.95370  -0.4478
10 C 1.80020 -0.47136 2.18209  -0.3577
11 O 1.18945 0.46598 1.53845  -1.1688
12 C 2.65067 -0.03511 3.33516  0.1871
13 C 3.63763 -0.86748 3.85781  -0.2526
14 C 4.41619 -0.44430 4.92359  -0.8345
15 C 4.21487 0.81302 5.48138  -0.4137
16 C 3.23738 1.64824 4.95892  -0.8403
17 C 2.46302 1.22775 3.88549  -0.1200
18 H -2.15844 -4.48382 -2.20556  0.3197
19 H -1.46238 -3.39599 -3.40668  0.3243
20 H -0.57587 -4.85451 -2.89870  0.4368
21 H 0.38898 -4.93951 -0.76774  0.3482
22 H 1.53798 -5.37731 1.06833  0.5149
23 H 2.84263 -4.17704 1.23191  0.1494
24 H 1.56538 -4.21377 2.42166  0.2929
25 H 3.77798 -1.84385 3.41420  0.4621
26 H 5.18354 -1.09587 5.32306  0.4055
27 H 4.81653 1.13773 6.32088  0.3928
28 H 3.07962 2.63048 5.38656  0.4085
29 H 1.70601 1.86989 3.45524  0.3408
30 C -2.71191 1.43214 2.55062  -1.6427
31 P -2.31064 0.07921 1.38128  0.5059
32 C -3.56636 0.45456 0.04942  -0.3685
33 N -4.83487 0.33656 0.34134  -0.0512
34 C -5.75143 0.55182 -0.63612  0.2843
35 C -7.13175 0.41897 -0.34502  -0.6371
36 C -8.05114 0.62784 -1.32877  -0.5356
37 C -7.63980 0.97473 -2.64208  -0.5344
38 C -6.31746 1.10299 -2.94411  -0.5718
39 C -5.34546 0.89385 -1.93493  0.1825
40 N -4.03020 1.05276 -2.22697  -0.3049
41 C -3.15463 0.86035 -1.27570  -0.2553
42 P -1.37507 1.14637 -1.72769  -0.0774
43 C -1.36962 0.65252 -3.47492  -1.5102
44 C -1.22530 3.00266 -1.71312  2.2907
45 C -2.28731 3.73649 -2.52710  -1.9260
46 C 0.16374 3.34075 -2.26404  -1.8544
47 C -1.30847 3.42798 -0.24318  -1.6116
48 C -2.90952 -1.44589 2.26403  1.9406
49 C -4.19941 -1.30612 3.06840  -1.8781
50 C -1.75333 -1.79938 3.21403  -1.6865
51 C -3.04343 -2.55985 1.22204  -2.0610
52 H -3.79041 1.56675 2.63198  0.4443
53 H -2.24646 2.35863 2.21944  0.3622
54 H -2.29813 1.18552 3.52847  0.4696
55 H -7.41860 0.14770 0.66229  0.4617
56 H -9.10649 0.52565 -1.11363  0.4018
57 H -8.38806 1.14041 -3.40574  0.4031
58 H -5.97665 1.36673 -3.93639  0.4536
59 H -2.10001 1.20865 -4.05899  0.4498
60 H -1.60055 -0.41251 -3.49986  0.3337
61 H -0.36266 0.79286 -3.86780  0.3340
62 H -2.18823 3.53380 -3.59430  0.3815
63 H -2.15842 4.81250 -2.37880  0.5026
64 H -3.30052 3.47432 -2.22855  0.3400
65 H 0.24094 3.10834 -3.32731  0.3550
66 H 0.95017 2.79309 -1.74467  0.2660
67 H 0.34835 4.41090 -2.13901  0.5357
68 H -2.31604 3.27542 0.15211  0.3405
69 H -1.07493 4.49173 -0.15244  0.5826
70 H -0.60409 2.87049 0.38126  0.1074
71 H -4.08809 -0.58787 3.88332  0.3619
72 H -4.43050 -2.27659 3.51762  0.5273
73 H -5.03849 -1.00109 2.45055  0.2332
74 H -1.61088 -1.03879 3.98501  0.3390
75 H -0.80820 -1.92225 2.67993  0.1651
76 H -1.98425 -2.74044 3.72022  0.5486
77 H -3.82156 -2.33731 0.48869  0.3123
78 H -3.31086 -3.49192 1.72680  0.5652
79 H -2.10907 -2.72283 0.68329  0.3022
80 O 1.83337 0.39090 -1.72062  -0.7843
81 S 2.92735 0.89469 -0.79710  0.4178
82 C 4.05916 1.79542 -1.83875  0.2629
83 C 4.23801 1.42616 -3.16332  -0.4204
84 C 5.12153 2.14926 -3.94595  -0.7788
85 C 5.81547 3.22625 -3.40337  -0.4198
86 C 5.61890 3.59234 -2.08032  -0.7371
87 C 4.72571 2.87884 -1.29008  -0.2205
88 C 3.95084 -0.53839 -0.47382  0.4696
89 C 4.98297 -0.43739 0.44797  -0.4337
90 C 5.73208 -1.56418 0.73787  -0.7595
91 C 5.43872 -2.77252 0.11469  -0.4448
92 C 4.39907 -2.85562 -0.79895  -0.7814
93 C 3.63682 -1.73284 -1.09491  -0.0897
94 H 3.68098 0.58986 -3.56643  0.4307
95 H 5.27239 1.87404 -4.98159  0.4084
96 H 6.50762 3.78481 -4.01959  0.4003
97 H 6.14847 4.43958 -1.66559  0.4116
98 H 4.54363 3.16298 -0.26063  0.4754
99 H 5.18915 0.50296 0.94558  0.3968
100 H 6.53870 -1.50269 1.45645  0.4132
101 H 6.01372 -3.65631 0.35946  0.3968
102 H 4.16546 -3.79864 -1.27613  0.4098
103 H 2.80332 -1.78156 -1.78323  0.3495


Entry 7:
Molecular formula: CH3IO2S
Method: DFT, wB97M-V/def2-TZVPD

## Properties
energy relative to the best compared isomer or geometry (same formula, charge and spin): 134.4 kJ/mol
molar mass: 206.004 g mol⁻¹
LUMO: -0.77 eV
max |F|: 5.9 eV/A
HOMO energy: -9.150 eV

Each line ends with the Mulliken charge.
Cartesian coordinates (Å):
1 C -0.44663 0.21703 0.52209  -0.3193
2 O -0.06567 1.28017 1.41629  -0.4406
3 O -0.68292 -1.53769 -1.41317  -0.3849
4 S -0.15516 -0.25623 -1.53848  0.3347
5 I 2.31617 -0.46135 -1.85669  -0.0691
6 H -0.20760 -0.84133 0.94309  0.3305
7 H 0.76548 1.11959 1.72031  0.3023
8 H -1.52367 0.47982 0.20656  0.2463


Number 7 is which compound? CH3IO2S